A structure of composition C6H9NO at a distorted geometry, computed with wB97M-V/def2-TZVPD.

Properties
- energy (Ha) = -363.834722
- energy above the lowest of the compared OMol25 structures with the same formula, charge and spin (kcal/mol) = 118.92
- E_HOMO (hartree) = -0.3340
- frontier orbital gap (eV) = 10.1

Last column: Mulliken charge in e.
Geometry (Å):
C1 1.681 -0.160 0.014  -0.6953
C2 0.606 0.119 1.050  -0.1488
C3 0.517 0.874 -0.721  -0.1011
C4 -0.721 -0.014 -1.078  -0.3669
C5 -1.681 -0.166 0.168  -0.5973
C6 -0.508 -0.826 0.687  -0.1214
H1 1.723 -1.139 -0.369  0.3129
H2 2.607 0.305 0.087  0.3229
H3 0.568 -0.191 2.076  0.4231
H4 1.291 1.953 0.654  0.2988
H5 0.768 1.656 -1.505  0.3895
H6 -1.179 0.154 -2.054  0.5313
H7 -2.593 -0.817 0.052  0.3009
H8 -1.846 0.926 0.590  0.2812
H9 -0.785 -1.680 1.470  0.4490
N1 0.350 1.564 0.561  -0.6910
O1 -0.295 -1.385 -0.706  -0.5878

Cartesian forces, eV/Å:
-3.2 1.7 -1.3
0.2 -0.4 1.3
1.5 0.7 -2.1
-0.8 -1.1 1.0
-1.7 5.0 -0.6
-1.4 -4.3 0.2
0.3 -1.0 -0.3
1.5 1.1 0.4
1.5 1.2 1.4
-0.4 0.4 0.5
0.0 -1.4 0.4
0.5 -0.4 -0.1
1.1 0.9 -0.2
-0.4 -2.4 -0.3
1.4 1.6 -1.6
0.1 -2.1 1.0
-0.2 0.3 0.3